(1)
Here is a molecular structure, C32H28F12N6Ru from the Open Molecules 2025 dataset. Energies are from ωB97M-V/def2-TZVPD.

Each line ends with the Mulliken spin population.
CARTESIAN COORDINATES (ANGSTROEM)
Ru -0.861 0.276 0.234  2.41
C 0.619 0.050 3.125  0.00
N 1.024 -0.119 1.665  -0.02
C 2.007 0.869 1.207  0.08
C 1.224 2.188 0.966  0.02
N -0.291 1.992 1.092  0.07
C -1.139 2.948 1.552  -0.02
C -2.278 2.483 2.256  0.09
F -2.219 1.281 2.958  0.01
C -3.292 3.343 2.591  -0.03
F -4.416 2.931 3.193  0.00
C -3.090 4.728 2.405  0.07
F -4.120 5.503 2.897  0.01
C -1.947 5.240 1.872  -0.03
F -1.682 6.576 1.816  0.00
C -0.944 4.373 1.414  0.08
F 0.270 4.825 0.973  0.00
C 1.432 -1.510 1.529  0.05
C 0.184 -2.372 1.665  -0.08
N -1.026 -1.675 1.229  0.55
C -2.081 -2.463 1.318  0.08
C -2.170 -3.887 1.538  0.18
F -1.133 -4.618 2.101  0.01
C -3.321 -4.620 1.370  -0.05
F -3.325 -5.965 1.750  0.00
C -4.458 -4.051 0.849  0.23
F -5.328 -4.855 0.174  0.02
C -4.497 -2.638 0.812  -0.12
F -5.469 -1.974 0.179  -0.01
C -3.410 -1.900 1.257  0.18
F -3.562 -0.588 1.381  0.03
H 1.461 -0.159 3.845  0.00
H -0.138 -0.725 3.338  0.00
H 0.326 1.099 3.321  0.00
H 2.427 0.424 0.262  -0.05
H 2.891 1.003 1.852  0.00
H 1.544 2.628 -0.033  0.00
H 1.559 2.919 1.676  0.00
H 2.224 -1.844 2.262  0.00
H 1.870 -1.669 0.534  -0.01
H 0.081 -2.561 2.741  0.02
H 0.301 -3.276 1.084  0.03
F -3.475 4.291 -1.902  0.00
C -3.338 2.991 -1.642  -0.03
C -2.081 2.469 -1.327  0.02
C -2.059 1.110 -0.988  0.06
C -2.821 0.281 -1.856  -0.06
C -4.122 0.819 -2.120  -0.05
F -5.023 -0.066 -2.768  0.00
C -4.410 2.151 -2.073  0.11
C -2.240 -1.038 -1.970  0.13
C -2.764 -2.094 -2.792  0.02
C -1.968 -3.248 -2.918  0.02
C -0.622 -3.136 -2.589  0.01
C -0.267 -2.164 -1.714  0.03
N -1.072 -1.185 -1.238  -0.07
H -1.253 3.131 -1.112  0.00
H -5.449 2.401 -2.231  0.00
H -3.828 -2.092 -3.027  0.00
H -2.407 -4.221 -3.213  0.00
H 0.125 -3.836 -3.012  0.00
H 0.732 -2.098 -1.281  0.01
N 6.395 0.978 -1.817  0.00
C 6.661 -0.034 -0.774  0.00
C 5.853 -1.245 -1.174  0.00
N 4.413 -0.953 -1.401  0.00
C 4.152 0.096 -2.372  0.00
C 4.929 1.359 -1.990  0.00
H 6.765 0.740 -2.763  0.00
H 6.895 1.826 -1.582  0.00
H 6.357 0.375 0.160  0.00
H 7.741 -0.296 -0.792  0.00
H 5.874 -2.039 -0.378  0.00
H 6.255 -1.773 -2.084  0.00
H 3.954 -1.743 -1.803  0.00
H 3.026 0.281 -2.430  0.00
H 4.489 -0.117 -3.401  0.00
H 4.508 1.792 -1.114  0.00
H 4.828 2.077 -2.764  0.00

## Properties
- charge = +2
- multiplicity = 5
- LUMO energy (alpha / beta) (eV) = -5.35 / -7.53
- expectation value of S² = 6.104

(2)
Here is 3 unconnected molecules or ions with the total composition C29H53F8N2O6P from the Open Molecules 2025 dataset. Energies are from ωB97M-V/def2-TZVPD.

Each line ends with the Löwdin charge.
CARTESIAN COORDINATES (ANGSTROEM)
C 3.245 -1.446 2.883  -0.16
C 4.286 -0.225 3.250  -0.25
C 4.341 0.981 2.140  -0.22
C 5.850 1.225 1.530  -0.21
C 5.904 1.015 -0.127  -0.22
C 6.154 -0.548 -0.555  -0.22
C 4.953 -1.578 -0.107  -0.22
C 4.630 -2.764 -1.208  -0.20
C 3.599 -2.167 -2.381  -0.21
C 2.177 -2.986 -2.401  -0.23
C 1.117 -2.479 -3.564  -0.22
C 0.725 -0.891 -3.445  -0.21
C -0.878 -0.561 -3.542  -0.17
C -1.788 -1.158 -2.316  -0.22
O -1.910 -0.281 -1.141  -0.27
P -3.166 0.911 -1.326  0.81
O -3.193 1.602 -2.778  -0.35
O -2.861 2.162 -0.102  -0.26
C -1.669 2.949 -0.458  -0.23
C -0.513 2.650 0.713  -0.14
C 0.755 3.692 0.607  -0.10
C 1.563 3.653 -0.819  -0.17
F 1.531 2.286 -1.432  -0.01
F 3.005 3.937 -0.496  -0.03
C 1.102 4.788 -1.910  -0.14
F 0.447 5.983 -1.330  0.03
F 0.194 4.227 -2.969  0.02
F 2.341 5.231 -2.649  0.01
O -4.783 0.333 -1.039  -0.24
C -4.806 -1.041 -0.513  -0.23
C -6.321 -1.234 0.169  -0.07
C -6.398 -0.697 1.724  -0.05
F -5.339 0.230 2.227  -0.05
C -7.505 -1.068 2.679  0.00
F -8.656 -0.153 3.007  -0.04
F -7.520 -2.382 3.409  -0.03
H 2.786 -1.376 1.803  0.06
H 3.832 -2.475 2.965  0.08
H 2.332 -1.506 3.629  0.07
H 5.361 -0.710 3.394  0.10
H 3.945 0.211 4.304  0.11
H 4.027 1.978 2.712  0.10
H 3.571 0.832 1.258  0.10
H 6.158 2.359 1.721  0.10
H 6.691 0.581 2.076  0.11
H 6.792 1.672 -0.580  0.11
H 4.917 1.463 -0.622  0.11
H 7.199 -0.899 -0.117  0.12
H 6.276 -0.564 -1.734  0.11
H 3.959 -0.956 0.007  0.09
H 5.269 -2.053 0.929  0.11
H 4.036 -3.633 -0.649  0.11
H 5.610 -3.239 -1.674  0.11
H 4.175 -2.341 -3.404  0.12
H 3.380 -1.019 -2.215  0.10
H 1.639 -2.867 -1.365  0.11
H 2.444 -4.123 -2.603  0.12
H 1.665 -2.689 -4.602  0.12
H 0.154 -3.143 -3.528  0.10
H 1.230 -0.356 -4.385  0.12
H 1.263 -0.411 -2.502  0.10
H -1.269 -1.091 -4.536  0.13
H -0.986 0.589 -3.730  0.11
H -1.372 -2.197 -1.938  0.14
H -2.893 -1.311 -2.732  0.12
H -1.992 4.091 -0.456  0.15
H -1.171 2.638 -1.481  0.11
H -0.201 1.511 0.563  0.13
H -1.018 2.730 1.771  0.11
H 0.360 4.748 0.919  0.13
H 1.543 3.372 1.444  0.13
H -3.979 -1.286 0.277  0.15
H -4.800 -1.794 -1.439  0.11
H -7.044 -0.518 -0.455  0.14
H -6.749 -2.314 0.033  0.13
C 1.731 5.436 4.211  0.00
C 0.595 4.453 4.266  -0.51
O 0.224 3.829 3.274  -0.01
N -0.032 4.260 5.460  0.01
C 0.247 4.887 6.730  -0.08
H 2.127 5.478 3.192  0.08
H 1.378 6.433 4.485  0.09
H 2.535 5.118 4.880  0.09
H -0.786 3.583 5.413  0.15
H 0.490 4.101 7.450  0.09
H -0.658 5.405 7.058  0.09
H 1.073 5.596 6.672  0.08
C -5.882 -6.158 -1.274  -0.01
C -5.283 -4.897 -1.832  -0.53
O -4.889 -3.985 -1.107  0.01
N -5.179 -4.777 -3.186  0.00
C -5.578 -5.722 -4.202  -0.08
H -5.895 -6.103 -0.182  0.09
H -6.910 -6.272 -1.626  0.09
H -5.279 -7.021 -1.568  0.09
H -4.766 -3.900 -3.481  0.14
H -4.694 -5.977 -4.791  0.09
H -6.311 -5.234 -4.848  0.09
H -6.010 -6.630 -3.779  0.08

## Properties
- multiplicity = 1
- structure (SMILES) = CCCCCCCCCCCCCCO[P@](=O)(OCCCC(F)(F)C(F)(F)F)OCCC(F)=C(F)F.CNC(C)=O.CNC(C)=O
- LUMO energy (eV) = -1.46

(3)
Here is a molecular structure, C3H5MgO3Y from the Open Molecules 2025 dataset. Energies are from ωB97M-V/def2-TZVPD.

Each line ends with the Mulliken spin population.
CARTESIAN COORDINATES (ANGSTROEM)
O -1.940 -1.250 0.419  0.00
C -0.880 -1.852 0.933  0.00
C 0.387 -1.589 0.555  0.00
O 0.568 -0.685 -0.488  0.00
C 1.359 0.482 -0.245  0.00
Y -1.663 0.275 -0.920  0.04
H -1.037 -2.566 1.753  0.00
H 1.285 -1.894 1.092  0.00
H 2.096 0.492 -1.061  0.00
H 1.675 0.535 0.808  0.00
Mg -1.712 4.030 -1.427  0.88
O -1.039 2.332 -0.983  0.08
H 0.901 1.690 -0.438  0.01

## Properties
- charge = +1
- multiplicity = 2
- LUMO energy (alpha / beta) (eV) = -5.07 / -5.25
- expectation value of S² = 0.751

(4)
Here is a single C3H7NO molecule from the Open Molecules 2025 dataset. Energies are from ωB97M-V/def2-TZVPD.

Each line ends with the Löwdin charge.
CARTESIAN COORDINATES (ANGSTROEM)
C -0.449 0.187 -1.792  -0.10
O -0.864 0.288 -0.447  -0.21
C -0.294 -0.678 0.464  -0.47
C 0.165 0.257 1.515  -0.02
N -0.176 -1.861 0.065  0.17
H 0.622 0.424 -1.905  0.10
H -0.638 -0.837 -2.094  0.07
H -1.042 0.900 -2.371  0.09
H 0.092 1.007 0.539  0.15
H 0.960 -0.119 2.196  0.09
H -0.648 0.676 2.110  0.07
H 0.165 -2.518 0.760  0.07

## Properties
- multiplicity = 1
- structure (SMILES) = [H]/N=C(\C)OC
- LUMO energy (eV) = 1.01

Number 1: DFT total energy -77746.8666 eV, strongest force on any atom 3.831 eV Å⁻¹. Number 2: DFT total energy -77212.1130 eV, strongest force on any atom 6.293 eV Å⁻¹. Number 3: DFT total energy -15814.9416 eV, strongest force on any atom 4.148 eV Å⁻¹. Number 4: DFT total energy -6759.6581 eV, strongest force on any atom 3.969 eV Å⁻¹.